1.
A single C13H20N2O molecule, computed with ωB97M-V/def2-TZVPD.

Properties
Largest force on an atom   0.787 eV/A
ΔE to the lowest compared entry with this formula, charge and spin   371.65 kJ/mol
Calculated total energy   -692.01048 hartree
Frontier orbital gap   9.1 eV
Molecular weight   220.32 g/mol

Last column: Löwdin charge in e.
Atoms and positions in Å:
C: 1.8269 -1.4839 1.2523  -0.0139
H: 2.9010 -1.3097 1.2393  0.0688
H: 1.4039 -1.1100 2.1833  0.0969
H: 1.6537 -2.5560 1.2042  0.0974
C: 1.1423 -0.8259 0.0505  -0.5482
C: -0.2667 -1.2229 0.0327  0.0447
C: -1.4249 -1.5348 0.0239  0.0165
C: -2.8722 -1.7091 -0.0183  -0.2034
N: -3.5801 -0.4435 -0.0928  -0.1663
C: -3.2389 0.3760 -1.2570  -0.1874
C: -2.5565 1.6308 -0.7124  -0.1699
H: -1.4994 1.4293 -0.5301  0.0952
H: -2.6504 2.4841 -1.3815  0.1062
C: -3.2898 1.8197 0.6113  -0.1722
H: -4.2749 2.2537 0.4346  0.1088
H: -2.7489 2.4468 1.3173  0.1060
C: -3.4254 0.3813 1.1071  -0.1924
H: -4.2948 0.2425 1.7572  0.1126
H: -2.5231 0.0974 1.6650  0.1131
H: -4.1725 0.6443 -1.7672  0.1124
H: -2.6054 -0.1704 -1.9575  0.1146
H: -3.2103 -2.2373 0.8792  0.1245
H: -3.1455 -2.3088 -0.8929  0.1236
C: 1.7964 -1.2813 -1.2633  -0.0064
H: 2.8712 -1.1201 -1.2429  0.0598
H: 1.6083 -2.3420 -1.4108  0.0946
H: 1.3627 -0.7325 -2.0969  0.0941
O: 1.0755 0.6127 0.1267  -0.1029
C: 2.1310 1.3613 0.6516  -0.2018
H: 1.6760 2.3345 0.8640  0.1307
C: 3.3131 1.5924 -0.3251  -0.1326
C: 4.3303 0.5864 -0.1917  -0.2654
N: 5.1317 -0.2175 -0.0476  0.1642
H: 3.7719 2.5613 -0.1116  0.1251
H: 2.9363 1.6016 -1.3510  0.1304
H: 2.5078 0.9473 1.5950  0.1227



2.
A molecular structure, C7H26OP2Tb at a distorted geometry, computed with ωB97M-V/def2-TZVPD.

Properties
Largest force on an atom   2.038 eV/A
Calculated total energy   -1864.24749 hartree
Frontier orbital gap (spin up / spin down)   8.9 / 4.1 eV
Spin multiplicity   7
Molecular weight   347.16 g/mol
Total charge   +1

Last column: Löwdin charge in e.
Atoms and positions in Å:
Tb: 0.5377 0.0547 -0.0688  0.6185
H: -2.0116 -0.5664 0.4697  0.0537
H: -2.0295 0.1701 0.6045  0.0540
P: 0.1400 -2.3862 -1.0434  0.6100
P: 0.1427 2.6454 0.1674  0.6120
C: 1.1387 3.1332 1.6187  -0.2688
H: 1.2516 4.2127 1.6498  0.0502
H: 0.6619 2.7800 2.5488  0.0445
H: 2.1350 2.6563 1.5910  0.0517
C: 1.0333 3.2914 -1.2790  -0.2713
H: 0.4763 2.9723 -2.1765  0.0496
H: 1.1094 4.3749 -1.1982  0.0536
H: 2.0277 2.8068 -1.3444  0.0338
C: -1.4498 3.4575 0.3024  -0.2584
H: -1.9550 3.0969 1.2027  0.0510
H: -1.3061 4.5227 0.3253  0.0464
H: -2.0579 3.1389 -0.5513  0.0555
C: 1.1754 -2.3069 -2.5628  -0.2752
H: 1.2472 -3.2930 -3.0394  0.0570
H: 0.7223 -1.5587 -3.2407  0.0491
H: 2.1792 -1.9092 -2.3051  0.0303
C: 0.9867 -3.5902 0.0433  -0.2694
H: 0.4201 -3.6941 0.9791  0.0365
H: 1.0871 -4.5516 -0.4536  0.0497
H: 1.9816 -3.2088 0.3251  0.0505
C: -1.4437 -3.0967 -1.5349  -0.2667
H: -1.9477 -2.3711 -2.1860  0.0539
H: -1.3018 -4.0462 -2.0312  0.0489
H: -2.0632 -3.2017 -0.6408  0.0445
H: -0.7045 0.4260 -1.6326  -0.0829
H: 2.3177 0.2856 -0.9338  -0.0794
C: -0.3530 -0.7608 3.0215  -0.0983
O: 0.5141 0.1389 2.2905  -0.3296
H: -1.3575 -0.3909 2.9042  0.0684
H: -0.1037 -0.8874 4.0902  0.1096
H: -0.3348 -1.7574 2.5189  0.0817
H: 1.4247 0.1879 2.6915  0.1355



3.
A gas-phase ion, C5H13N2O (charge +1) at a distorted geometry, computed with ωB97M-V/def2-TZVPD.

Properties
Largest force on an atom   6.458 eV/A
ΔE to the lowest compared entry with this formula, charge and spin   275.21 kJ/mol
Calculated total energy   -382.75682 hartree
Frontier orbital gap   11.1 eV
Molecular weight   117.17 g/mol
Total charge   +1

Last column: Löwdin charge in e.
Atoms and positions in Å:
O: -0.2595 1.2240 1.6739  0.0684
C: -0.5982 0.2362 1.0478  -0.4933
N: -1.4025 -0.7639 1.4706  0.0576
C: -1.8414 -1.8589 0.5523  -0.0506
C: 0.0152 0.1489 -0.3126  -0.0949
N: 1.3331 1.1022 -0.0523  0.0659
C: 2.5470 0.2465 -0.1121  -0.0139
C: -0.7746 1.0424 -1.4842  0.0162
H: -1.7977 -0.6693 2.4688  0.2084
H: -1.3660 -1.9375 -0.4462  0.0807
H: -2.8571 -2.1491 0.4487  0.0685
H: -1.3808 -2.8056 1.1333  0.1375
H: 0.2825 -0.8766 -0.6604  0.1375
H: 1.1779 1.5612 0.7580  0.0731
H: 1.3485 1.8275 -0.7104  0.1394
H: 3.0376 0.3076 -1.1263  0.1167
H: 2.3304 -0.8465 0.1564  0.1260
H: 3.4280 0.6148 0.4713  0.1114
H: -1.0391 2.0603 -1.1631  0.0978
H: -0.5101 1.0996 -2.5236  0.0751
H: -1.6731 0.4362 -1.5901  0.0725



4.
A molecular structure, C7H11N4O3P at a distorted geometry, computed with ωB97M-V/def2-TZVPD.

Properties
Largest force on an atom   5.214 eV/A
ΔE to the lowest compared entry with this formula, charge and spin   206.55 kJ/mol
Calculated total energy   -1059.34295 hartree
Frontier orbital gap (spin up / spin down)   8.4 / 8.4 eV
Molecular weight   230.16 g/mol

Last column: Löwdin charge in e.
Atoms and positions in Å:
C: 1.8785 -1.9867 -0.2478  -0.1447
C: 1.6464 -0.0387 0.8640  -0.1964
C: 1.6547 0.0422 -1.4691  0.0221
C: 0.7628 2.1594 1.2227  -0.5527
C: -2.6703 0.6303 1.7687  -0.0787
C: 1.1634 -2.0178 -2.5660  -0.0215
C: -2.1581 -0.0027 0.4733  -0.2523
N: 1.7305 -1.3231 0.9281  0.0911
N: 1.6172 -1.3796 -1.3653  -0.2438
N: 1.3968 0.9735 1.6567  0.1346
N: 0.5171 2.1495 -0.1396  0.0347
O: 0.5877 3.0824 1.9755  0.0965
O: -0.7518 0.8651 -2.1049  -0.3092
O: -0.6992 -0.0696 0.3815  -0.3159
P: 0.1028 0.6946 -0.9090  0.5011
H: 1.8674 -3.1569 -0.2506  0.1729
H: -3.7524 0.5388 1.9747  0.0821
H: -2.0491 0.2302 2.6084  0.0905
H: -2.5998 1.6835 1.7081  0.0503
H: 1.8534 -1.7717 -3.3495  0.0961
H: 1.0518 -3.0826 -2.4807  0.0951
H: 0.2329 -1.5628 -2.8271  0.0864
H: -2.4149 0.5697 -0.4122  0.0818
H: -2.4414 -1.1946 0.3598  0.1653
H: 1.2462 0.9095 2.6724  0.1808
H: 0.2272 3.0580 -0.4721  0.1338



5.
2 unconnected molecules or ions with the total composition C5H4O3 at a distorted geometry, computed with ωB97M-V/def2-TZVPD.

Properties
Largest force on an atom   8.496 eV/A
ΔE to the lowest compared entry with this formula, charge and spin   573.33 kJ/mol
Calculated total energy   -418.44346 hartree
Frontier orbital gap   8.5 eV
Molecular weight   112.08 g/mol

Last column: Löwdin charge in e.
Atoms and positions in Å:
C: 0.5958 1.7841 -0.5149  -0.1455
C: 0.5021 0.4831 -0.4635  -0.1922
C: -0.9185 -1.3598 -0.0929  -0.4770
C: -0.0055 -1.3230 1.0217  0.0036
C: 0.8813 -0.2580 0.7625  0.0068
H: 1.9118 3.2147 -0.3111  0.3076
H: -0.1278 2.3815 -1.2271  0.1649
H: 0.3804 -2.4150 1.3656  0.1799
H: 1.8671 -0.0215 1.3324  0.1510
O: 1.1670 2.5672 0.6377  -0.1419
O: -0.7546 -0.2330 -1.0632  0.0090
O: -1.7076 -2.2240 -0.2542  0.1339



6.
A gas-phase ion, C16H27N2O3 (charge +1), computed with ωB97M-V/def2-TZVPD.

Properties
Largest force on an atom   0.883 eV/A
ΔE to the lowest compared entry with this formula, charge and spin   159.99 kJ/mol
Calculated total energy   -960.84882 hartree
Frontier orbital gap   6.8 eV
Molecular weight   295.40 g/mol
Total charge   +1

Last column: Löwdin charge in e.
Atoms and positions in Å:
C: -0.8883 5.7612 -0.1609  -0.0988
H: -0.9096 5.8385 -1.2456  0.0751
C: -0.8460 4.3040 0.2779  -0.2161
H: -0.8456 4.2366 1.3658  0.1206
C: 0.3967 3.5977 -0.2539  -0.1871
H: 0.4211 3.6525 -1.3505  0.1375
H: 1.3045 4.0663 0.1502  0.1372
O: 0.3215 2.2411 0.1623  -0.0010
C: 1.2376 1.3588 -0.1856  -0.1913
C: 1.0540 0.0194 0.2434  -0.0136
C: 1.9943 -0.9463 -0.0647  0.0195
C: 3.1305 -0.6406 -0.8020  -0.0158
C: 3.2965 0.6617 -1.2226  -0.2340
C: 2.3850 1.6614 -0.9326  0.0541
H: 2.5574 2.6677 -1.2794  0.1169
N: 4.5029 1.0154 -2.0211  0.2487
H: 5.0516 1.7462 -1.5477  0.1857
H: 4.2347 1.3657 -2.9510  0.1863
H: 5.0885 0.1770 -2.1350  0.1764
H: 3.8530 -1.4062 -1.0360  0.1192
H: 1.8300 -1.9549 0.2758  0.1304
C: -0.1936 -0.3566 0.9915  -0.4390
O: -1.2149 0.2732 0.9490  0.1433
O: 0.0127 -1.4605 1.7074  0.0045
C: -1.1253 -2.0505 2.3312  -0.1163
H: -0.7908 -2.4301 3.2982  0.1323
H: -1.8926 -1.2848 2.4627  0.1166
C: -1.6521 -3.1980 1.4479  -0.1524
N: -1.9650 -2.7138 0.1221  -0.1962
C: -3.3877 -2.6459 -0.1661  -0.2384
C: -4.0814 -1.5657 0.6555  -0.0717
H: -3.5268 -0.6347 0.5768  0.0638
H: -4.1520 -1.8467 1.7032  0.0687
H: -5.0889 -1.4100 0.2788  0.0753
H: -3.4977 -2.4012 -1.2227  0.1070
H: -3.8749 -3.6217 0.0058  0.1229
C: -1.1709 -3.2714 -0.9556  -0.2445
C: -0.9541 -2.2572 -2.0775  -0.0717
H: -1.8775 -2.0559 -2.6122  0.0664
H: -0.5890 -1.3200 -1.6636  0.0573
H: -0.2268 -2.6430 -2.7881  0.0716
H: -0.1939 -3.5473 -0.5503  0.1045
H: -1.6309 -4.1835 -1.3715  0.1224
H: -2.5339 -3.6220 1.9394  0.1268
H: -0.8839 -3.9770 1.4078  0.1228
H: -1.7244 3.7713 -0.0863  0.1219
H: -1.7797 6.2404 0.2318  0.0774
H: -0.0197 6.3024 0.2074  0.0751